<a>
The following is a quantum chemistry calculation of a single C5H7Cl molecule, from OMol25.

```
13
Properties=species:S:1:pos:R:3:lowdin_charge:R:1
C -0.859 -1.405 0.390 -0.152
C -1.215 -0.258 -0.578 -0.161
C -0.545 0.943 -0.569 -0.184
C 0.666 1.251 0.106 -0.266
C 1.834 0.659 0.213 -0.636
H -1.800 -1.414 1.106 0.106
H 0.045 -1.154 1.059 0.055
H -0.634 -2.354 -0.163 0.071
H -2.023 -0.419 -1.360 0.112
H -0.962 1.740 -1.269 0.119
H 0.561 2.285 0.758 0.161
H 2.791 0.947 0.796 0.096
Cl 2.139 -0.821 -0.492 0.679
```

Properties
HOMO level (eV): -8.836
SMILES: C/C=C\C=C/Cl
2S+1: 1
HOMO-LUMO gap (eV): 9.8
Net charge: 0

<b>
The following is a quantum chemistry calculation of a single C5H7Cl molecule, from OMol25.

```
13
Properties=species:S:1:pos:R:3:lowdin_charge:R:1
C 0.696 1.707 -0.162 -0.069
C 0.216 0.141 0.019 -0.366
C 1.080 -0.834 0.314 -0.516
C -1.217 -0.169 0.141 -0.170
C -1.525 -1.376 -0.212 -0.005
H 1.823 1.725 -0.484 0.054
H -0.116 2.243 -0.757 0.070
H 0.779 2.217 0.957 0.117
H 0.688 -1.919 0.507 0.101
H -1.750 0.462 0.781 0.100
H -0.925 -2.140 -0.752 0.094
H -2.572 -1.340 -0.288 0.047
Cl 2.822 -0.719 -0.064 0.544
```

Properties
HOMO level (eV): -8.910
SMILES: C=C/C(C)=C/Cl
2S+1: 1
HOMO-LUMO gap (eV): 9.6
Net charge: 0

<c>
The following is a quantum chemistry calculation of a single C5H7Cl molecule, from OMol25.

```
13
Properties=species:S:1:pos:R:3:lowdin_charge:R:1
C 0.683 0.527 1.074 -0.487
C -2.943 -0.242 -0.391 -0.241
C 1.834 0.000 0.307 -0.266
C -1.944 -0.488 0.410 -0.348
C 1.912 -0.203 -0.968 -0.036
Cl -0.701 0.922 0.097 0.907
H 0.827 1.358 1.732 0.074
H 0.471 -0.371 1.703 0.107
H -3.010 0.613 -1.091 0.039
H -3.757 -0.855 -0.510 0.002
H 2.611 -0.503 0.790 0.086
H 2.821 -0.772 -1.303 0.074
H 1.196 0.016 -1.851 0.091
```

Properties
HOMO level (eV): -8.576
2S+1: 1
HOMO-LUMO gap (eV): 9.4
Net charge: 0

It is <a> that is most stable; the runner-up trails by 0.791 eV.

<a>
The following is a quantum chemistry calculation of 2 unconnected molecules or ions with the total composition C4H10N2, from OMol25.

```
16
Properties=species:S:1:pos:R:3:lowdin_charge:R:1
C -0.574 -0.775 -0.183 -0.321
C -1.932 1.176 -0.390 -0.052
N -1.462 0.136 0.303 -0.072
N -0.105 -1.722 0.773 0.029
C 1.153 0.495 -0.615 -0.175
C 2.078 0.413 0.371 -0.112
H -1.373 0.271 1.308 0.156
H -0.807 -1.147 -1.173 0.127
H 0.049 -2.631 0.355 0.073
H 0.760 -1.398 1.204 0.047
H 1.422 0.085 -1.582 0.067
H -2.153 1.035 -1.436 0.058
H -2.418 1.975 0.133 0.042
H 0.445 1.358 -0.661 0.057
H 2.989 -0.158 0.260 0.036
H 1.927 0.886 1.332 0.040
```

Properties
HOMO level (spin up / spin down) (eV): -6.640 / -6.512
2S+1: 1
HOMO-LUMO gap (spin up / spin down) (eV): 7.2 / 7.4
Net charge: 0

<b>
The following is a quantum chemistry calculation of 2 unconnected molecules or ions with the total composition C4H10N2, from OMol25.

```
16
Properties=species:S:1:pos:R:3:lowdin_charge:R:1
C 1.788 0.961 -0.542 -0.133
C 3.747 -0.210 -1.124 -0.102
N 3.110 0.369 -0.204 -0.100
H 1.283 1.041 0.449 0.061
H 1.886 2.029 -0.624 0.073
H 1.238 0.223 -1.110 0.068
H 4.829 -0.127 -1.099 0.060
H 3.259 -0.725 -1.983 0.075
C -1.908 -0.524 1.555 -0.136
C -3.547 -0.234 -0.077 -0.101
N -3.191 0.037 1.101 -0.088
H -1.600 -1.199 0.762 0.055
H -1.211 0.295 1.734 0.071
H -2.099 -1.136 2.441 0.072
H -4.236 0.368 -0.647 0.053
H -3.347 -1.168 -0.631 0.073
```

Properties
HOMO level (eV): -9.275
SMILES: C=NC.C=NC
2S+1: 1
HOMO-LUMO gap (eV): 10.2
Net charge: 0

It is <b> that is most stable; the runner-up trails by 0.561 eV.

<a>
The following is a quantum chemistry calculation of a molecular structure, C4H10N2, from OMol25.

```
16
Properties=species:S:1:pos:R:3:lowdin_charge:R:1
C 2.193 0.065 0.076 -0.078
C -0.409 -1.576 -0.390 -0.023
N 0.858 0.343 0.588 -0.042
C -0.255 -0.232 0.231 -0.364
N -1.791 1.621 -0.255 -0.044
C -1.326 0.660 0.749 -0.281
H 0.079 1.176 1.198 0.191
H -2.280 1.238 -1.060 0.049
H -1.101 2.324 -0.488 0.048
H -2.176 0.126 1.179 0.071
H 2.228 -0.818 -0.567 0.067
H 2.877 -0.085 0.913 0.079
H 2.545 0.918 -0.510 0.082
H 0.511 -2.162 -0.434 0.067
H -1.156 -2.139 0.176 0.088
H -0.798 -1.460 -1.406 0.090
```

Properties
HOMO level (eV): -7.384
2S+1: 1
HOMO-LUMO gap (eV): 8.2
Net charge: 0

<b>
The following is a quantum chemistry calculation of 2 unconnected molecules or ions with the total composition C4H10N2, from OMol25.

```
16
Properties=species:S:1:pos:R:3:lowdin_charge:R:1
C -1.404 -1.111 0.589 -0.052
C -0.488 -0.093 1.156 -0.558
N -1.086 0.958 1.811 0.109
N 0.728 -0.090 0.766 0.081
H -2.087 1.050 1.784 0.085
H -0.577 1.821 1.916 0.092
H 1.278 0.712 1.063 0.065
H -1.668 -0.736 -0.471 0.102
H -0.856 -2.019 0.352 0.078
H -2.213 -1.358 1.276 0.075
C 1.058 -0.376 -1.475 -0.154
C 1.743 0.698 -1.864 -0.109
H 2.819 0.717 -1.823 0.034
H 1.561 -1.309 -1.276 0.054
H -0.063 -0.485 -1.663 0.066
H 1.256 1.621 -2.142 0.033
```

Properties
HOMO level (eV): -8.094
SMILES: [H]/N=C(/C)N.C=C
2S+1: 1
HOMO-LUMO gap (eV): 9.0
Net charge: 0

It is <b> that is most stable; the runner-up trails by 1.806 eV.

<a>
The following is a quantum chemistry calculation of 3 unconnected molecules or ions with the total composition C3H10O2S2, from OMol25.

```
17
Properties=species:S:1:pos:R:3:lowdin_charge:R:1
C 0.937 -0.121 -0.739 -0.252
C -0.080 1.022 -0.637 -0.307
O -0.616 1.092 0.679 -0.172
C 1.884 -0.084 0.440 -0.632
S 3.513 -0.792 0.287 0.672
S -3.763 0.942 0.365 -0.275
H 0.335 -1.029 -0.796 0.110
H 1.435 -0.025 -1.709 0.098
H -0.896 0.868 -1.350 0.100
H 0.382 2.000 -0.849 0.107
H -1.589 1.194 0.527 -0.125
H 1.867 0.873 0.977 0.078
H 1.409 -0.560 1.315 0.078
H 4.151 0.229 -0.300 -0.167
H -2.999 -1.206 0.150 -0.142
H -3.339 -2.376 1.091 -0.001
O -2.631 -2.027 0.549 -0.168
```

Properties
HOMO level (spin up / spin down) (eV): -3.923 / -3.500
2S+1: 2
HOMO-LUMO gap (spin up / spin down) (eV): 6.7 / 6.3
Net charge: -1

<b>
The following is a quantum chemistry calculation of 2 unconnected molecules or ions with the total composition C3H10O2S2, from OMol25.

```
17
Properties=species:S:1:pos:R:3:lowdin_charge:R:1
C 0.402 -0.335 1.941 -0.293
C 1.330 -1.454 1.555 -0.310
O 2.137 -1.144 0.446 -0.105
C -1.000 -0.307 1.272 -0.617
S -0.903 0.344 -0.395 0.198
S -0.804 -1.118 -1.944 -0.094
H 0.853 0.654 1.814 0.099
H 0.188 -0.272 3.024 0.097
H 1.985 -1.740 2.385 0.102
H 0.778 -2.396 1.382 0.112
H 1.716 -0.423 -0.066 0.052
H -1.733 0.303 1.793 0.038
H -1.345 -1.346 1.232 0.059
H -2.048 -1.583 -1.707 -0.279
H -0.049 3.473 -0.927 -0.017
H 1.246 4.305 -1.009 0.031
O 0.494 4.068 -0.445 -0.073
```

Properties
HOMO level (spin up / spin down) (eV): -0.011 / -3.688
2S+1: 2
HOMO-LUMO gap (spin up / spin down) (eV): 3.4 / 7.0
Net charge: -1

It is <a> that is most stable; the runner-up trails by 0.874 eV.

<a>
The following is a quantum chemistry calculation of 2 unconnected molecules or ions with the total composition CH2FNO2, from OMol25.

```
7
Properties=species:S:1:pos:R:3:lowdin_charge:R:1
C -0.010 -1.099 0.156 -0.373
N -0.005 0.224 0.221 0.043
O -0.809 -1.862 -0.260 0.128
O 0.800 1.267 0.203 0.083
F -1.708 0.964 -0.328 -0.241
H 1.003 -1.194 0.698 0.191
H 0.730 1.701 -0.690 0.170
```

Properties
HOMO level (eV): -11.184
2S+1: 1
HOMO-LUMO gap (eV): 9.0
Net charge: 0

<b>
The following is a quantum chemistry calculation of a single CH2FNO2 molecule, from OMol25.

```
7
Properties=species:S:1:pos:R:3:lowdin_charge:R:1
C 0.679 2.082 -1.063 0.099
N 1.206 1.278 -0.122 -0.306
O 1.430 0.145 -0.545 -0.008
O 1.817 1.808 1.067 0.034
F 3.212 1.556 1.200 -0.011
H -0.040 2.877 -0.808 0.087
H 0.515 1.435 -1.949 0.104
```

Properties
HOMO level (spin up / spin down) (eV): -9.734 / -9.675
SMILES: C=[N+]([O-])OF
2S+1: 1
HOMO-LUMO gap (spin up / spin down) (eV): 8.4 / 8.4
Net charge: 0

It is <a> that is most stable; the runner-up trails by 2.198 eV.